#P
C2H6N3O2 | the ωB97M-V functional and the def2-TZVPD basis

Each atom is followed by the atoms it is bonded to, with distances in Å.
Element x y z (Å)
1 C -2.592 -0.068 -0.078  N4 1.405, H8 1.110, H9 1.110, H10 1.096
2 C 2.483 0.427 0.218  O7 1.407, H11 1.100, H12 1.094, H13 1.092
3 N 0.796 -1.299 0.218  N5 1.258, O7 1.439
4 N -1.696 -1.089 0.283  C1 1.405, N5 1.683
5 N -0.155 -0.555 -0.136  N3 1.258, N4 1.683, O6 1.248
6 O -0.118 0.540 -0.733  N5 1.248
7 O 2.076 -0.838 -0.246  C2 1.407, N3 1.439
8 H -2.675 0.112 -1.170  C1 1.110
9 H -2.378 0.914 0.393  C1 1.110
10 H -3.566 -0.416 0.284  C1 1.096
11 H 2.782 0.390 1.275  C2 1.100
12 H 1.701 1.180 0.089  C2 1.094
13 H 3.342 0.703 -0.397  C2 1.092

* LUMO energy (spin up / spin down): 4.165 / 4.165 eV
* multiplicity: 1
* SMILES string: C[N-][N+](=O)[N-]OC
* net charge: -1
* Kohn-Sham gap (spin up / spin down): 6.6993 / 6.7001 eV

=====

#Q
C2H6N3O2 | the ωB97M-V functional and the def2-TZVPD basis

Each atom is followed by the atoms it is bonded to, with distances in Å.
Element x y z (Å)
1 N 1.789 0.296 -0.963  C2 1.357, H4 1.006, H5 1.018
2 C 1.120 -0.778 -1.453  N1 1.357, N3 1.280, H6 1.085
3 N 1.123 -1.082 -2.696  C2 1.280, H7 1.019
4 H 2.123 0.922 -1.675  N1 1.006
5 H 1.404 0.709 -0.115  N1 1.018
6 H 0.626 -1.359 -0.682  C2 1.085
7 H 0.567 -1.925 -2.832  N3 1.019
8 N -2.015 0.930 2.098  C9 1.430, H12 1.008, H13 1.005
9 C -1.034 0.329 1.249  N8 1.430, O10 1.256, O11 1.248
10 O 0.086 0.897 1.236  C9 1.256
11 O -1.403 -0.682 0.616  C9 1.248
12 H -2.742 0.280 2.353  N8 1.008
13 H -1.645 1.464 2.865  N8 1.005

* LUMO energy: 4.348 eV
* multiplicity: 1
* net charge: -1
* Kohn-Sham gap: 8.9034 eV

=====

Most stable = #Q